Record 1
Here is the molecule C5H12OSi from the OMol25 dataset. Energies are from ωB97M-V with the def2-TZVPD basis set.

Geometry as XYZ:
```
19
C5H12OSi ωB97M-V with the def2-TZVPD basis set
C 0.23907 2.24359 0.65734
C -0.25515 1.28416 -0.02974
C -1.67966 1.38848 -0.62287
Si 0.67447 -0.60616 0.04384
C 0.36189 -1.44636 -1.77687
C 0.05028 -1.65477 1.50373
O 2.31562 -0.53273 0.26135
H 1.19875 2.03657 1.19789
H -0.33552 3.15796 0.87346
H -1.94691 0.44446 -1.02095
H -1.81004 2.18430 -1.39335
H -2.32000 1.74502 0.16546
H 0.15904 -0.90242 -2.66931
H 1.37254 -1.68858 -1.94367
H -0.30495 -2.29718 -1.87718
H 0.75037 -2.20281 2.15124
H -0.41050 -0.85641 2.13811
H -0.78471 -2.33312 1.48885
H 2.72543 0.03598 0.85268
```

The SMILES is C=C(C)[Si](C)(C)O. As for the energy: -562.4297 hartree. The energy above the lowest of the compared OMol25 structures with the same formula, charge and spin comes out at 0.812 eV. The value obtained for the frontier orbital gap is 10.2 eV.

---

Record 2
Here is a structure of composition C16H19N2O3Sc from the OMol25 dataset. Energies are from ωB97M-V with the def2-TZVPD basis set.

Geometry as XYZ:
```
41
C16H19N2O3Sc ωB97M-V with the def2-TZVPD basis set
Sc 0.61735 -0.57945 1.17795
O 1.53360 -1.49081 -0.45800
C 0.93319 -2.87878 -0.29380
C -0.60148 -2.63401 -0.19038
O -1.44044 -3.33577 -0.62527
O -0.84610 -1.52356 0.60054
C 1.41579 -3.71652 -1.43330
C 2.64467 -4.37091 -1.30694
C 3.17532 -5.06667 -2.37903
C 2.48205 -5.11013 -3.58265
C 1.26790 -4.45175 -3.71634
C 0.72980 -3.75130 -2.64831
C 1.31307 -3.35120 1.11194
C 0.88492 -4.61443 1.49656
C 1.07249 -5.04798 2.80116
C 1.68476 -4.23188 3.74772
C 2.12877 -2.97602 3.37924
C 1.92539 -2.52823 2.07163
H 2.08288 -1.51108 -1.25345
H 3.18343 -4.35365 -0.36645
H 4.12204 -5.57893 -2.27570
H 2.88907 -5.66484 -4.41760
H 0.73034 -4.48919 -4.65399
H -0.22642 -3.26138 -2.76383
H 0.40194 -5.25701 0.77003
H 0.73844 -6.03848 3.08136
H 1.83753 -4.58732 4.75734
H 2.66213 -2.35493 4.08704
H 2.49428 -1.63995 1.78197
N -0.02764 0.49078 3.06336
C 0.09627 1.96471 2.82049
C -0.54260 2.30818 1.49121
N 0.06656 1.48225 0.39078
H -1.01475 0.26432 3.20208
H 0.40692 0.25399 3.95339
H 1.15818 2.21616 2.82281
H -0.37968 2.53442 3.61733
H -0.42734 3.36940 1.28030
H -1.61154 2.09561 1.51118
H 0.81305 2.01250 -0.05566
H -0.62552 1.35165 -0.34600
```

As for the energy: -1716.6239 hartree. The energy above the lowest of the compared OMol25 structures with the same formula, charge and spin comes out at 0.000 eV. As for the charge: +2. The value obtained for the frontier orbital gap is 7.9 eV.

---

Record 3
Here is a cluster of 2 separate species, C14H20N6O4S in total from the OMol25 dataset. Energies are from ωB97M-V with the def2-TZVPD basis set.

Geometry as XYZ:
```
45
C14H20N6O4S ωB97M-V with the def2-TZVPD basis set
O 3.42215 1.83390 -1.35764
N 2.19782 1.79534 -1.53059
O 1.41607 1.27211 -0.72843
C 1.66722 2.38086 -2.70853
C 0.27133 2.41090 -2.95707
C -0.24694 2.98550 -4.12761
C 0.62507 3.53388 -5.06561
N 0.36517 4.14297 -6.28328
N 1.48907 4.49726 -6.81479
N 2.48377 4.13189 -5.96362
C 1.97900 3.51728 -4.84398
C 2.51681 2.95443 -3.68477
H -0.42502 1.98080 -2.24115
H -1.31511 3.00663 -4.31754
H 3.47291 4.29529 -6.13941
H 3.59441 2.96052 -3.55091
C -2.93222 -0.95851 4.73406
N -1.76815 -1.32546 3.92769
C -1.55020 -0.94141 2.66448
O -2.34621 -0.22036 2.06691
C -0.25138 -1.38172 1.94813
C -0.45475 -2.64034 1.08117
C -1.48904 -2.44620 -0.03234
S -1.02060 -1.20351 -1.26978
C -2.66246 -0.56690 -1.68706
N 0.95737 -1.55324 2.78165
C 1.14742 -2.41194 3.78522
C 2.50240 -2.37440 4.45093
O 0.29966 -3.20185 4.17690
H -3.32983 0.00580 4.40934
H -2.64788 -0.88794 5.78478
H -3.70968 -1.71587 4.62209
H -1.10139 -1.97874 4.32486
H -0.02283 -0.56603 1.26130
H 0.49463 -2.91924 0.62197
H -0.78171 -3.46434 1.71593
H -1.63293 -3.39809 -0.54349
H -2.44293 -2.16782 0.41480
H -2.56934 0.20782 -2.44734
H -3.28364 -1.37688 -2.06920
H -3.12487 -0.14388 -0.79402
H 1.73727 -0.95922 2.54975
H 3.27877 -2.52570 3.70298
H 2.63817 -1.41220 4.94118
H 2.55258 -3.17141 5.19206
```

The SMILES is O=[N+]([O-])c1ccc2nn[nH]c2c1.CNC(=O)[C@H](CCSC)NC(C)=O. As for the energy: -1573.0792 hartree. The energy above the lowest of the compared OMol25 structures with the same formula, charge and spin comes out at 3.557 eV. The value obtained for the frontier orbital gap is 7.1 eV.

---

Record 4
Here is a structure of composition C60H59BaBrN3P2S2SbSi from the OMol25 dataset. Energies are from ωB97M-V with the def2-TZVPD basis set.

Geometry as XYZ:
```
130
C60H59BaBrN3P2S2SbSi ωB97M-V with the def2-TZVPD basis set
Ba 0.64774 1.28296 0.85829
S -0.52512 1.02544 3.50611
C 0.91244 1.95829 3.72289
N 1.80128 2.23021 2.80010
C 2.84846 2.97863 3.30050
C 3.94740 3.40817 2.55838
C 4.90159 4.18482 3.18464
C 4.77373 4.53890 4.52894
C 3.69882 4.10343 5.28163
C 2.74172 3.31380 4.65884
S 1.29256 2.60735 5.30682
H 4.04299 3.12340 1.51749
H 5.76526 4.52156 2.62604
H 5.53031 5.15909 4.99154
H 3.60979 4.36792 6.32701
N -1.60367 2.48673 0.93466
P -2.15781 1.01298 0.17491
C -3.01396 1.74186 -1.25928
C -2.63202 1.37700 -2.54210
C -3.29885 1.89470 -3.64442
C -4.33372 2.79729 -3.46404
C -4.71557 3.17411 -2.18138
C -4.06912 2.63674 -1.08481
C -3.58869 0.59486 1.21055
C -4.34358 -0.49958 0.79400
C -5.47656 -0.86848 1.49555
C -5.85362 -0.15641 2.62645
C -5.09281 0.92012 3.05382
C -3.96098 1.29872 2.34829
P -0.77880 3.67984 -0.01775
C -2.01850 5.01751 -0.20227
C -3.05848 5.21663 0.69909
C -3.94430 6.26311 0.51801
C -3.79808 7.12105 -0.56418
C -2.76448 6.92733 -1.46646
C -1.88064 5.87224 -1.28926
C 0.17362 4.52545 1.31055
C -0.30966 4.71760 2.60047
C 0.35595 5.57087 3.46278
C 1.49442 6.24673 3.03938
C 1.98445 6.04683 1.75966
C 1.32851 5.17859 0.89819
H -1.15273 2.24290 1.83656
H -1.81319 0.68148 -2.67951
H -3.00730 1.58849 -4.64125
H -4.85171 3.20562 -4.32238
H -5.52396 3.87955 -2.03878
H -4.38500 2.90451 -0.08505
H -4.04605 -1.06205 -0.08646
H -6.06530 -1.71324 1.16232
H -6.73880 -0.44616 3.17705
H -5.37960 1.47046 3.94071
H -3.36542 2.13647 2.68663
H -3.17798 4.53881 1.53611
H -4.75388 6.41188 1.22132
H -4.49321 7.93875 -0.70324
H -2.64904 7.59147 -2.31337
H -1.07708 5.71703 -2.00109
H -1.19671 4.19541 2.94052
H -0.01400 5.70989 4.47044
H 2.00710 6.91595 3.71780
H 2.88308 6.55292 1.43313
H 1.71374 5.01498 -0.10333
Br -0.02669 0.32124 -6.91461
C 0.39937 1.04368 -5.21847
C -0.07503 2.29374 -4.86157
C 0.23007 2.75548 -3.58982
N 0.95600 2.07643 -2.71082
C 1.42401 0.88589 -3.08370
C 1.17142 0.31864 -4.32663
H -0.67476 2.88391 -5.53911
H -0.14236 3.72015 -3.26186
H 2.03114 0.35894 -2.34755
H 1.56201 -0.65706 -4.57937
C 4.71718 1.43398 -0.97692
Si 3.75654 0.06343 0.01195
C 4.41829 -1.53927 -0.82607
C 4.70920 -0.03856 1.68184
H 5.61994 1.76027 -0.45210
H 4.11717 2.32561 -1.18029
H 5.03467 1.04248 -1.94770
H 5.49809 -1.64530 -0.68007
H 4.23555 -1.53539 -1.90538
H 3.94433 -2.43336 -0.41818
H 5.79245 -0.06821 1.52528
H 4.42145 -0.95546 2.20421
H 4.49608 0.78874 2.36249
C 0.12674 -7.07385 -1.22587
C -0.24575 -7.21863 0.22229
C -0.47527 -8.49765 0.72095
C -0.78530 -8.71367 2.05381
C -0.88519 -7.63762 2.91755
C -0.66708 -6.35792 2.43122
C -0.34920 -6.12858 1.09493
Sb 0.21118 -4.09713 0.63806
C -1.00263 -3.58240 -1.08142
C -0.57197 -2.44066 -1.75459
C -1.21291 -1.97950 -2.89161
C -2.34056 -2.64005 -3.35231
C -2.83085 -3.71903 -2.63777
C -2.19038 -4.19694 -1.49491
C -2.84542 -5.32726 -0.74555
C 2.13658 -4.76765 -0.10749
C 2.80922 -5.40280 0.93352
C 4.06227 -5.96547 0.76346
C 4.67377 -5.88802 -0.47570
C 4.02217 -5.24602 -1.51455
C 2.75794 -4.67885 -1.35601
C 2.14161 -3.98895 -2.53868
H -0.42389 -7.79106 -1.83685
H 1.19315 -7.26205 -1.36633
H -0.07984 -6.07404 -1.60581
H -0.40395 -9.34293 0.04586
H -0.94560 -9.72175 2.41416
H -1.12674 -7.78936 3.96166
H -0.74533 -5.51769 3.11319
H 0.29237 -1.89431 -1.37796
H -0.82882 -1.11747 -3.41935
H -2.84850 -2.30300 -4.24703
H -3.74046 -4.20895 -2.96623
H -3.91427 -5.34279 -0.95921
H -2.71702 -5.23177 0.33133
H -2.43572 -6.29812 -1.03100
H 2.34423 -5.47354 1.91293
H 4.55325 -6.45610 1.59352
H 5.65387 -6.31896 -0.63351
H 4.50520 -5.17141 -2.48185
H 2.72487 -4.18555 -3.43836
H 2.12481 -2.90842 -2.38469
H 1.11830 -4.31554 -2.71711
```

As for the energy: -7094.3909 hartree. The energy above the lowest of the compared OMol25 structures with the same formula, charge and spin comes out at 2.382 eV. The value obtained for the frontier orbital gap is 5.7 eV.

---

Record 5
Here is a cluster of 2 separate species, C4H8N2O in total from the OMol25 dataset. Energies are from ωB97M-V with the def2-TZVPD basis set.

Geometry as XYZ:
```
15
C4H8N2O ωB97M-V with the def2-TZVPD basis set
N 3.58839 0.51363 -0.75837
C 2.49493 0.28810 -0.46735
C 1.18047 -0.03279 -0.13690
C 0.61310 -1.21380 -0.12481
C -0.69371 -1.64720 0.33324
O -1.53645 -0.54086 0.47670
H 0.61303 0.77392 0.23099
H 1.30580 -1.99793 -0.30802
H -0.56997 -2.15478 1.30054
H -1.07375 -2.39273 -0.37783
H -2.34318 -0.88826 0.87248
N -0.64101 2.18862 -0.22607
H -1.32454 1.49383 0.09068
H -0.73094 3.00125 0.39077
H -1.01801 2.40670 -1.17046
```

The SMILES is N#C/C=C/CO.N. As for the energy: -341.9081 hartree. The energy above the lowest of the compared OMol25 structures with the same formula, charge and spin comes out at 2.600 eV. The value obtained for the frontier orbital gap is 10.0 eV.